Entry 1
Below is C18H25N3O2 in the gas phase, with properties calculated with the ωB97M-V functional and the def2-TZVPD basis.

## Properties
SMILES string: Cc1nn(C)c(Oc2ccccc2)c1CCNC(=O)C(C)(C)C
Charge: 0

Element x y z (Å)
C: -0.627 -3.604 -0.638
C: 0.490 -2.699 -0.251
N: 1.308 -3.054 0.727
N: 2.222 -2.092 0.841
C: 2.008 -1.116 -0.071
C: 0.880 -1.457 -0.803
C: 0.301 -0.660 -1.932
H: 0.658 0.369 -1.847
H: 0.668 -1.058 -2.883
C: -1.227 -0.666 -1.978
N: -1.808 -0.334 -0.697
C: -2.942 0.392 -0.582
O: -3.470 0.921 -1.538
C: -3.494 0.508 0.849
C: -4.855 1.202 0.779
H: -5.257 1.355 1.778
H: -5.555 0.599 0.205
H: -4.759 2.164 0.283
C: -3.665 -0.881 1.474
H: -4.200 -0.794 2.417
H: -4.242 -1.527 0.814
H: -2.710 -1.361 1.680
C: -2.533 1.356 1.688
H: -2.940 1.501 2.687
H: -1.561 0.878 1.784
H: -2.396 2.331 1.226
H: -1.420 -0.805 0.103
H: -1.586 -1.649 -2.304
H: -1.586 0.079 -2.691
O: 2.904 -0.100 -0.183
C: 2.468 1.200 -0.063
C: 1.276 1.549 0.557
C: 0.926 2.882 0.667
C: 1.758 3.868 0.168
C: 2.953 3.517 -0.441
C: 3.311 2.188 -0.559
H: 4.236 1.894 -1.030
H: 3.608 4.281 -0.829
H: 1.479 4.907 0.255
H: -0.001 3.148 1.150
H: 0.632 0.776 0.952
C: 3.305 -2.189 1.777
H: 4.240 -2.418 1.261
H: 3.421 -1.246 2.313
H: 3.068 -2.990 2.473
H: -1.599 -3.169 -0.411
H: -0.524 -4.532 -0.083
H: -0.588 -3.822 -1.704


Entry 2
Below is C18H25N3O2 in the gas phase, with properties calculated with the ωB97M-V functional and the def2-TZVPD basis.

## Properties
SMILES string: CCN1CCC[C@H]1CNC(=O)c1[nH]c2ccc(OC)cc2c1C
Charge: 0

Element x y z (Å)
C: 1.110 2.129 -1.586
H: 2.061 2.469 -1.989
H: 1.274 1.214 -1.023
H: 0.439 1.901 -2.411
C: 0.497 3.217 -0.712
N: 1.443 3.729 0.257
C: 0.998 4.942 0.929
C: 1.834 5.033 2.214
H: 2.386 5.969 2.276
C: 2.771 3.826 2.127
H: 3.038 3.425 3.103
H: 3.684 4.099 1.599
C: 1.977 2.839 1.267
C: 0.929 2.073 2.117
N: 0.564 0.803 1.541
C: -0.673 0.536 1.066
O: -1.599 1.335 1.142
C: -0.868 -0.773 0.428
C: -0.068 -1.874 0.185
C: -0.885 -2.815 -0.507
C: -0.654 -4.092 -1.016
C: -1.685 -4.759 -1.654
C: -2.950 -4.163 -1.789
C: -3.201 -2.902 -1.292
C: -2.169 -2.229 -0.652
N: -2.124 -1.002 -0.078
H: -2.858 -0.316 -0.003
H: -4.176 -2.452 -1.400
H: -3.747 -4.690 -2.287
O: -1.375 -6.007 -2.127
C: -2.366 -6.745 -2.794
H: -1.893 -7.685 -3.076
H: -2.714 -6.233 -3.698
H: -3.222 -6.956 -2.143
H: 0.305 -4.578 -0.931
C: 1.362 -2.102 0.547
H: 2.022 -1.398 0.036
H: 1.654 -3.105 0.246
H: 1.519 -2.018 1.624
H: 1.292 0.120 1.426
H: 0.011 2.656 2.205
H: 1.336 1.901 3.119
H: 2.637 2.106 0.790
H: 1.195 4.957 3.093
H: -0.078 4.912 1.161
H: 1.170 5.791 0.262
H: 0.225 4.065 -1.348
H: -0.428 2.848 -0.243


Result of the stability comparison: entry 1 is the least stable of them.


Entry 1
Below is a gas-phase ion, C8H11N4S (charge +1), with properties calculated with the ωB97M-V functional and the def2-TZVPD basis.

## Properties
SMILES string: S/C(=C\N1C=[NH+]CC1)n1ccnc1
Charge: +1

Element x y z (Å)
C: -4.397 -0.551 -0.557
C: -3.432 0.374 -0.807
C: -2.786 -1.128 0.671
C: 0.002 -0.296 -0.093
C: -1.151 0.574 0.021
C: 2.215 0.911 0.386
C: 3.653 0.528 0.074
C: 2.374 -1.335 0.003
N: -3.973 -1.434 0.406
N: 1.479 -0.291 0.030
N: -2.314 -0.038 -0.070
N: 3.662 -0.960 0.235
S: -0.975 2.293 0.281
H: -5.475 -0.401 -0.932
H: -3.338 1.106 -1.543
H: -2.253 -1.699 1.375
H: -0.277 -1.328 -0.206
H: 2.095 1.365 1.375
H: 2.124 1.857 -0.333
H: 3.992 0.703 -0.951
H: 4.399 0.964 0.794
H: 2.171 -2.380 0.018
H: -2.262 2.712 -0.101
H: 4.466 -1.547 -0.077


Entry 2
Below is a gas-phase ion, C8H11N4S (charge +1), with properties calculated with the ωB97M-V functional and the def2-TZVPD basis.

## Properties
SMILES string: [H]/N=C1\[C@H](N=C=C)C=[N+](C)C(=S)N1C
Charge: +1

Element x y z (Å)
C: -2.565 0.028 1.947
C: -0.670 -0.637 0.620
C: 0.761 -0.684 0.988
C: -0.659 0.405 -0.622
C: 1.366 -0.636 -1.308
C: 3.014 -1.032 0.543
C: 0.403 1.024 -2.720
C: -3.710 0.477 2.372
N: -1.360 -0.073 1.702
N: 1.696 -0.770 0.082
N: 0.341 0.195 -1.552
N: -1.568 1.288 -0.643
S: 2.358 -1.271 -2.380
H: -0.984 -1.601 0.276
H: 1.075 -0.874 2.045
H: 3.477 -0.287 1.173
H: 2.927 -2.055 0.881
H: 3.829 -1.077 -0.223
H: 1.474 1.112 -2.914
H: -0.061 0.476 -3.543
H: -0.085 2.012 -2.710
H: -4.467 0.078 3.060
H: -4.026 1.407 1.924
H: -1.973 1.539 0.273


Result of the stability comparison: entry 2 is the least stable of them.


Entry 1
Below is a gas-phase ion, C4H9NO2 (charge +1), with properties calculated with the ωB97M-V functional and the def2-TZVPD basis.

## Properties
2S+1: 2
Charge: +1

Element x y z (Å)
C: 0.931 -0.509 0.730
C: 0.592 0.710 1.630
O: 1.707 0.901 2.803
C: -0.238 -0.842 -0.258
N: -0.275 -0.359 -1.523
C: -1.462 0.297 -2.059
O: -1.280 -1.205 0.330
H: 1.944 -0.280 0.070
H: 0.873 -1.372 1.395
H: -0.527 0.571 1.942
H: 0.785 1.627 1.007
H: 1.972 -0.167 3.034
H: 0.583 -0.574 -2.135
H: -1.371 1.117 -2.846
H: -1.944 -0.513 -2.741
H: -2.289 0.599 -1.380


Entry 2
Below is a gas-phase ion, C4H9NO2 (charge +1), with properties calculated with the ωB97M-V functional and the def2-TZVPD basis.

## Properties
2S+1: 2
Charge: +1

Element x y z (Å)
C: -1.037 1.085 -1.617
N: -0.727 0.735 -0.224
C: -1.860 1.102 0.642
C: -0.397 -0.700 -0.122
C: 1.119 -0.803 0.230
O: 1.254 -1.064 1.541
O: 1.978 -0.512 -0.522
H: -1.844 0.426 -1.924
H: -1.285 2.136 -1.830
H: -0.130 1.102 -2.236
H: -2.039 2.175 0.695
H: -1.620 0.867 1.680
H: -2.735 0.564 0.291
H: -0.942 -1.134 0.709
H: -0.646 -1.253 -1.021
H: 2.201 -0.857 1.719


Result of the stability comparison: entry 1 is the least stable of them.


Entry 1
Below is a molecular structure, C9H14NO, with properties calculated with the ωB97M-V functional and the def2-TZVPD basis.

## Properties
Charge: +1

Element x y z (Å)
C: 1.120 -1.754 -3.228
C: 0.469 -1.153 -2.425
C: -1.003 1.181 1.267
C: 0.496 -0.820 1.690
C: -1.238 -0.836 -0.161
C: 0.318 1.693 0.614
C: 1.390 -0.539 0.577
C: -0.854 -0.425 1.224
C: -0.345 0.018 -1.039
N: 0.888 0.531 -0.245
O: -0.827 1.076 -1.698
H: 1.447 -2.020 -4.208
H: -1.168 1.652 2.249
H: -1.906 1.518 0.612
H: 0.431 -1.845 2.157
H: 0.724 -0.192 2.569
H: -0.962 -1.885 -0.281
H: -2.250 -0.499 -0.463
H: 0.085 2.513 0.066
H: 1.047 2.151 1.258
H: 2.438 -0.304 0.759
H: 1.586 -1.292 -0.191
H: -1.652 -0.732 1.907
H: 1.466 0.989 -0.979
H: -1.702 0.972 -2.034


Entry 2
Below is a gas-phase ion, C9H14NO (charge +1), with properties calculated with the ωB97M-V functional and the def2-TZVPD basis.

## Properties
SMILES string: C=C(C)Cc1ccoc1C[NH3+]
Charge: +1

Element x y z (Å)
C: -0.116 1.494 2.102
C: -0.196 0.605 3.121
C: 0.545 0.872 0.990
C: 0.725 -0.489 1.390
C: 0.545 1.445 -0.476
C: 1.184 -1.776 0.773
C: -0.412 0.853 -1.473
C: -0.007 0.128 -2.479
C: -1.953 0.763 -1.202
N: 0.570 -1.956 -0.488
O: 0.293 -0.629 2.662
H: -0.442 2.573 2.238
H: -0.618 0.773 4.065
H: 0.346 2.570 -0.334
H: 1.609 1.306 -0.842
H: 2.217 -1.624 0.704
H: 0.935 -2.730 1.338
H: 1.059 -0.167 -2.542
H: -0.591 -0.198 -3.340
H: -2.074 -0.184 -0.675
H: -2.358 0.688 -2.196
H: -2.379 1.553 -0.711
H: 1.135 -2.260 -1.360
H: 0.158 -0.952 -0.786
H: -0.176 -2.660 -0.478


Result of the stability comparison: entry 1 is the least stable of them.


Entry 1
Below is 2 unconnected molecules or ions with the total composition CH2BrClO, with properties calculated with the ωB97M-V functional and the def2-TZVPD basis.

## Properties
Charge: 0

Element x y z (Å)
C: 0.840 -0.384 -0.571
O: 0.779 -1.508 0.019
Cl: -2.196 1.207 -0.106
Br: 2.410 0.587 -0.086
H: -3.226 1.981 0.150
H: 1.393 -1.882 0.594


Entry 2
Below is 2 unconnected molecules or ions with the total composition CH2BrClO, with properties calculated with the ωB97M-V functional and the def2-TZVPD basis.

## Properties
Charge: 0

Element x y z (Å)
C: 0.242 0.519 -0.064
O: 0.513 0.178 1.114
Cl: -0.176 -2.274 -1.684
Br: -0.697 2.160 -0.402
H: 0.116 -1.106 -0.830
H: 0.002 0.523 1.867


Result of the stability comparison: entry 2 is the least stable of them.


Entry 1
Below is 2 unconnected molecules or ions with the total composition C4H14N, with properties calculated with the ωB97M-V functional and the def2-TZVPD basis.

## Properties
2S+1: 2
Charge: +2

Element x y z (Å)
C: -1.169 1.816 0.826
C: -0.686 1.254 -0.490
N: -1.146 0.804 1.957
H: -0.382 2.586 0.886
H: -2.151 2.312 0.607
H: 0.246 0.700 -0.625
H: -0.643 2.101 -1.198
H: -0.311 0.188 1.844
H: -1.162 1.447 2.829
H: -1.962 0.169 1.956
H: -1.412 0.654 -1.066
C: 1.251 -1.891 -1.690
C: 1.456 -1.505 -0.147
H: 1.457 -1.139 -2.407
H: 1.821 -2.755 -2.104
H: 0.240 -2.372 -1.684
H: 1.256 -2.394 0.477
H: 0.773 -0.710 0.157
H: 2.524 -1.266 -0.130


Entry 2
Below is 2 unconnected molecules or ions with the total composition C4H14N, with properties calculated with the ωB97M-V functional and the def2-TZVPD basis.

## Properties
2S+1: 2
Charge: +2

Element x y z (Å)
C: -1.607 -1.331 -0.383
N: -0.526 -0.778 -1.244
C: -1.055 0.067 -2.393
H: -1.247 -1.951 0.425
H: -2.083 -0.514 0.110
H: -2.277 -1.999 -0.960
H: 0.140 -1.463 -1.528
H: -0.037 -0.124 -0.654
H: -1.691 -0.560 -3.018
H: -0.189 0.478 -2.899
H: -1.714 0.843 -1.999
C: 1.149 0.524 1.261
C: 1.882 1.316 2.372
H: 1.148 -0.572 1.501
H: 1.725 0.601 0.283
H: 0.131 0.875 1.117
H: 2.945 1.025 2.449
H: 1.819 2.409 2.166
H: 1.485 1.153 3.395


Result of the stability comparison: entry 1 is the least stable of them.


Entry 1
Below is C23H31N3O3 in the gas phase, with properties calculated with the ωB97M-V functional and the def2-TZVPD basis.

## Properties
SMILES string: COc1ccc(C(=O)N(C)Cc2ccccn2)cc1OC1CCN(C(C)C)CC1
Charge: 0

Element x y z (Å)
C: 2.142 4.726 -0.049
H: 2.790 4.983 -0.894
O: 1.300 3.643 -0.351
C: 1.872 2.449 -0.669
C: 3.233 2.201 -0.696
C: 3.713 0.940 -1.014
C: 2.833 -0.093 -1.282
C: 1.462 0.153 -1.289
C: 0.966 1.409 -0.986
O: -0.342 1.769 -0.981
C: -1.347 0.770 -1.015
C: -1.477 0.048 0.325
C: -2.646 -0.927 0.260
N: -3.887 -0.218 0.002
C: -3.813 0.438 -1.291
C: -2.676 1.459 -1.305
H: -2.636 1.956 -2.275
H: -2.850 2.212 -0.537
H: -4.744 0.971 -1.478
H: -3.655 -0.290 -2.110
C: -5.050 -1.082 0.230
C: -6.320 -0.615 -0.479
H: -7.147 -1.251 -0.172
H: -6.229 -0.685 -1.560
H: -6.556 0.409 -0.203
C: -5.334 -1.125 1.735
H: -6.188 -1.766 1.938
H: -5.553 -0.120 2.087
H: -4.485 -1.504 2.296
H: -4.829 -2.109 -0.122
H: -2.724 -1.451 1.212
H: -2.452 -1.684 -0.527
H: -1.678 0.795 1.095
H: -0.552 -0.467 0.589
H: -1.140 0.049 -1.819
H: 0.791 -0.650 -1.547
C: 3.389 -1.432 -1.644
O: 4.142 -1.571 -2.592
N: 3.033 -2.481 -0.855
C: 3.501 -3.804 -1.203
H: 2.657 -4.476 -1.370
H: 4.133 -4.213 -0.410
H: 4.084 -3.719 -2.118
C: 2.217 -2.377 0.338
C: 2.595 -1.221 1.229
N: 1.593 -0.478 1.675
C: 1.867 0.556 2.451
C: 3.153 0.901 2.831
C: 4.201 0.107 2.387
C: 3.920 -0.977 1.576
H: 4.707 -1.613 1.202
H: 5.219 0.332 2.669
H: 3.331 1.759 3.459
H: 1.010 1.131 2.774
H: 2.353 -3.305 0.903
H: 1.152 -2.292 0.095
H: 4.776 0.757 -1.037
H: 3.938 2.984 -0.468
H: 1.478 5.564 0.162
H: 2.760 4.524 0.832


Entry 2
Below is C23H31N3O3 in the gas phase, with properties calculated with the ωB97M-V functional and the def2-TZVPD basis.

## Properties
SMILES string: CCOC(=O)C1(CCOC)CCN(Cc2cnc(-c3cccc(C)c3)nc2)CC1
Charge: 0

Element x y z (Å)
C: -2.192 0.331 1.086
C: -1.607 1.273 0.051
H: -0.710 1.775 0.431
H: -2.328 2.045 -0.243
O: -1.254 0.512 -1.107
C: -0.572 1.145 -2.057
O: -0.289 2.316 -1.996
C: -0.180 0.262 -3.241
C: -0.490 -1.223 -3.050
C: 0.313 -1.840 -1.910
N: 1.741 -1.608 -2.062
C: 2.054 -0.198 -2.201
C: 1.341 0.394 -3.411
H: 1.613 1.446 -3.509
H: 1.652 -0.140 -4.311
H: 3.136 -0.106 -2.334
H: 1.771 0.387 -1.307
C: 2.520 -2.254 -1.008
C: 2.201 -1.691 0.347
C: 2.840 -0.565 0.865
N: 2.418 0.069 1.939
C: 1.322 -0.394 2.540
N: 0.682 -1.505 2.174
C: 1.121 -2.140 1.106
H: 0.588 -3.048 0.846
C: 0.784 0.366 3.668
C: -0.362 -0.078 4.326
C: -0.898 0.640 5.381
C: -0.270 1.817 5.779
C: 0.870 2.264 5.133
C: 1.400 1.546 4.078
H: 2.285 1.881 3.561
H: 1.344 3.179 5.454
H: -0.680 2.385 6.602
C: -2.125 0.159 6.097
H: -2.614 -0.635 5.538
H: -2.830 0.975 6.243
H: -1.856 -0.229 7.080
H: -0.823 -0.997 3.997
H: 3.730 -0.158 0.397
H: 3.578 -2.110 -1.242
H: 2.293 -3.324 -1.039
H: 0.155 -2.923 -1.911
H: -0.068 -1.442 -0.957
H: -1.552 -1.367 -2.854
H: -0.236 -1.738 -3.979
C: -0.888 0.844 -4.479
C: -2.420 0.858 -4.386
O: -3.047 -0.403 -4.434
C: -3.074 -0.997 -5.706
H: -2.075 -1.286 -6.051
H: -3.687 -1.891 -5.613
H: -3.522 -0.324 -6.448
H: -2.727 1.292 -3.431
H: -2.812 1.493 -5.195
H: -0.576 0.286 -5.363
H: -0.561 1.879 -4.598
H: -3.063 -0.175 0.679
H: -2.482 0.896 1.967
H: -1.457 -0.415 1.378


Result of the stability comparison: entry 1 is the least stable of them.


Entry 1
Below is 2 unconnected molecules or ions with the total composition CHClFO3, with properties calculated with the ωB97M-V functional and the def2-TZVPD basis.

## Properties
Charge: +1

Element x y z (Å)
C: 0.520 0.880 0.861
O: -3.656 1.011 0.273
O: -1.739 0.164 -0.154
O: -2.872 0.557 -0.493
F: 0.397 1.557 1.895
Cl: 0.755 1.568 -0.565
H: 0.711 -0.211 1.192


Entry 2
Below is a gas-phase ion, CHClFO3 (charge +1), with properties calculated with the ωB97M-V functional and the def2-TZVPD basis.

## Properties
Charge: +1

Element x y z (Å)
C: -0.096 0.039 0.981
O: 0.648 0.114 -2.655
O: 0.234 -0.464 -0.613
O: 0.384 0.502 -1.542
F: -0.555 1.261 1.032
Cl: -1.452 -1.140 1.177
H: 0.838 -0.311 1.620


Result of the stability comparison: entry 1 is the least stable of them.